No. 1
Below is a cluster of 11 separate species, C30H87N5O11 in total in a non-equilibrium geometry, with properties calculated with ωB97M-V/def2-TZVPD.

The calculation puts the LUMO energy at 0.038 eV. The energy above the lowest of the compared OMol25 structures with the same formula, charge and spin comes out at 0.814 eV. The SMILES is COC[C@H](C)N.COC[C@H](C)N.COC[C@H](C)N.COC[C@H](C)N.COC[C@H](C)N.CCO.CCO.CCO.CCO.CO.CO. The value obtained for the HOMO-LUMO gap is 8.68 eV.

Geometry as ORCA input:
```
! RIJCOSX wB97M-V def2-TZVPD def2/J DEFGRID3
* xyz 0 1
C 2.86679 -18.55189 21.05739
O 3.53873 -19.41031 20.14090
C 3.89132 -20.70648 20.66177
C 4.47386 -21.59703 19.49426
C 4.41499 -23.08873 19.86183
N 5.81944 -21.24960 19.24770
H 3.46136 -18.35635 21.94977
H 1.94610 -19.03329 21.38705
H 2.65668 -17.62798 20.51856
H 4.53917 -20.68097 21.53797
H 2.95840 -21.13969 21.02246
H 3.83697 -21.49362 18.61576
H 4.86353 -23.69942 19.07827
H 3.40180 -23.43779 20.06109
H 5.05600 -23.42737 20.67580
H 5.87523 -20.26385 19.46053
H 6.44771 -21.61637 19.94831
C -6.97511 -15.26700 19.97156
O -6.01644 -14.61481 20.84090
C -4.68722 -14.64735 20.33332
C -3.77567 -14.18578 21.51640
C -3.99419 -12.73931 21.95127
N -2.38688 -14.33163 21.13578
H -7.92889 -15.21091 20.49621
H -6.74075 -16.30621 19.74085
H -6.91531 -14.72696 19.02664
H -4.48885 -15.67563 20.03101
H -4.42875 -14.02592 19.47593
H -4.03508 -14.88736 22.30923
H -4.98966 -12.29921 22.00992
H -3.47897 -12.05241 21.27985
H -3.54050 -12.65421 22.93870
H -1.74175 -13.92436 21.79763
H -2.12047 -13.82192 20.30553
C 4.64682 -20.22034 16.14149
O 3.60306 -19.29546 15.77918
C 2.53997 -19.26305 16.68211
C 1.19760 -18.79324 16.07243
C 1.22548 -17.49430 15.34353
N 0.08133 -18.78849 16.97925
H 4.38729 -21.27387 16.24554
H 5.11060 -19.82481 17.04512
H 5.52782 -20.15611 15.50289
H 2.37973 -20.30577 16.95626
H 2.78232 -18.76393 17.62032
H 1.00199 -19.51061 15.27543
H 0.34788 -17.45405 14.69833
H 2.10785 -17.38078 14.71374
H 1.32203 -16.71565 16.10016
H 0.19092 -18.14849 17.75287
H 0.04231 -19.70453 17.40286
C 0.55663 -21.05157 19.30174
O -0.64118 -21.26739 18.57877
C -1.84505 -20.84129 19.22871
C -3.04491 -21.08769 18.34883
C -4.30048 -20.58733 19.11804
N -3.24618 -22.48032 18.05535
H 1.41403 -21.42199 18.73982
H 0.51380 -21.50187 20.29345
H 0.72200 -19.98577 19.45933
H -1.95037 -21.37689 20.17219
H -1.66911 -19.78073 19.40856
H -2.89364 -20.51589 17.43326
H -5.17237 -20.64052 18.46607
H -4.18304 -19.52546 19.33420
H -4.49528 -21.14378 20.03484
H -2.44501 -22.72034 17.48913
H -4.03032 -22.56843 17.42491
C -0.31482 -12.73105 23.96878
O -0.36487 -13.06340 22.55359
C -0.05580 -11.98529 21.67166
C 1.39000 -11.52322 21.66993
C 1.61696 -10.19145 20.91874
N 2.29785 -12.49822 21.04925
H -1.18395 -12.10529 24.17159
H 0.67077 -12.38425 24.27935
H -0.55244 -13.64047 24.52067
H -0.26916 -12.27540 20.64287
H -0.73208 -11.15280 21.86579
H 1.63850 -11.46915 22.72985
H 1.31116 -10.20613 19.87261
H 2.59406 -9.72161 21.03109
H 0.93173 -9.54107 21.46239
H 2.00174 -13.45271 21.19543
H 3.23636 -12.43997 21.41790
C -1.41786 -17.50770 22.91901
C -2.50537 -17.97202 21.94581
O -2.35951 -17.34530 20.70067
H -1.67019 -17.88001 23.91189
H -1.25354 -16.43021 22.90842
H -0.43381 -17.89752 22.65863
H -3.45474 -17.53609 22.25689
H -2.68926 -19.04007 21.82937
H -2.41418 -16.39834 20.84858
C -2.24652 -13.47867 16.72583
C -1.02270 -12.51207 16.79489
O -1.29204 -11.23519 16.16732
H -3.17850 -12.94310 16.90662
H -2.03497 -14.30539 17.40398
H -2.26878 -13.94719 15.74192
H -0.10676 -12.95970 16.40917
H -0.68279 -12.32477 17.81345
H -0.56015 -10.63112 16.31232
C -4.25233 -17.04277 17.16406
C -2.76192 -17.21960 17.39900
O -2.09982 -17.24917 16.14666
H -4.45495 -16.03299 16.80714
H -4.73053 -17.21632 18.12806
H -4.58155 -17.81373 16.46740
H -2.54905 -18.21450 17.79011
H -2.34566 -16.58320 18.17991
H -1.45711 -17.95399 16.25510
C 4.04398 -13.82857 18.29980
C 3.60684 -12.40352 17.90608
O 2.26377 -12.30005 18.15759
H 3.32886 -14.47638 17.79281
H 3.90614 -13.96228 19.37275
H 5.05706 -14.07828 17.98450
H 3.86114 -12.23496 16.85965
H 4.14757 -11.66935 18.50333
H 2.16935 -12.23921 19.11099
C 0.72466 -15.87194 19.29130
O 0.28519 -17.22168 19.23140
H 0.09971 -15.39455 20.04604
H 1.74637 -15.71679 19.63791
H 0.51184 -15.34207 18.36283
H -0.57434 -17.30831 19.65009
C 2.15983 -15.09061 23.22808
O 2.97640 -15.33458 22.08165
H 2.09984 -14.00705 23.33006
H 1.19632 -15.58555 23.10648
H 2.60643 -15.42968 24.16278
H 3.58133 -14.59213 22.01514
*
```

=====

No. 2
Below is a structure of composition C2H6CeO2 in a non-equilibrium geometry, with properties calculated with ωB97M-V/def2-TZVPD.

The calculation puts the LUMO energy (alpha / beta) at -11.199 / -12.234 eV. The energy above the lowest of the compared OMol25 structures with the same formula, charge and spin comes out at 4.403 eV. The value obtained for the HOMO-LUMO gap (alpha / beta) is 6.85 / 5.81 eV.

Geometry as ORCA input:
```
! RIJCOSX wB97M-V def2-TZVPD def2/J DEFGRID3
* xyz 2 3
O -0.59312 1.87571 3.32675
Ce 1.33551 1.90642 2.28708
C 0.03301 -0.35173 -0.15223
C -0.94948 -0.34121 -1.28954
H -0.54419 -0.60091 0.74803
H 0.68403 -1.02153 -0.86841
H -1.89873 0.12045 -0.99217
H -0.47104 0.02905 -2.20850
H -1.07081 -1.52589 -1.36971
O 1.37807 0.27587 0.27637
H 2.09676 -0.36622 0.24233
*
```

=====

No. 3
Below is an isolated molecule of C4H7N3 in a non-equilibrium geometry, with properties calculated with ωB97M-V/def2-TZVPD.

The calculation puts the LUMO energy at 0.595 eV. The energy above the lowest of the compared OMol25 structures with the same formula, charge and spin comes out at 1.230 eV. The SMILES is [H]/N=C1\CCN\C1=N\[H]. The value obtained for the HOMO-LUMO gap is 9.86 eV.

Geometry as ORCA input:
```
! RIJCOSX wB97M-V def2-TZVPD def2/J DEFGRID3
* xyz 0 1
H 0.52040 -1.83955 -1.28727
N -0.06374 -1.23690 -1.88484
C -0.18968 -0.54422 -0.83007
C 0.43363 -1.04213 0.55110
C 0.66593 0.29630 1.21162
N -0.43078 1.09931 0.68960
C -0.77121 0.81546 -0.61413
N -1.40191 1.60648 -1.38648
H -1.55897 1.16960 -2.29472
H -0.30959 -1.65194 1.08555
H 1.36615 -1.65525 0.56696
H 1.65268 0.67805 0.90128
H 0.62823 0.25609 2.29883
H -0.54114 2.04871 0.99257
*
```

=====

No. 4
Below is a structure of composition C12H25ClDyNO2P2 in a non-equilibrium geometry, with properties calculated with ωB97M-V/def2-TZVPD.

The calculation puts the LUMO energy (alpha / beta) at -6.628 / -6.786 eV. The energy above the lowest of the compared OMol25 structures with the same formula, charge and spin comes out at 0.000 eV. The value obtained for the HOMO-LUMO gap (alpha / beta) is 8.50 / 8.37 eV.

Geometry as ORCA input:
```
! RIJCOSX wB97M-V def2-TZVPD def2/J DEFGRID3
* xyz 2 6
Dy -0.30745 0.24444 0.99642
P -2.15679 1.65036 -0.39756
C -2.51452 0.05750 -1.27115
C -1.33062 -0.60508 -1.92519
N -0.13440 -0.43962 -1.31424
C 0.94837 -0.90284 -1.98446
C 0.85423 -1.70197 -3.11144
C -0.40339 -1.98041 -3.62669
C -1.51840 -1.39789 -3.04313
C 2.30990 -0.56536 -1.45008
P 2.30689 0.01746 0.28411
H -2.54416 -1.55977 -3.39407
H 1.78332 -2.08458 -3.54850
H -0.50813 -2.64233 -4.46821
H 2.96422 -1.44902 -1.49035
H 2.79712 0.20250 -2.07803
H -3.01962 -0.65443 -0.58435
H -3.26005 0.33739 -2.02678
H -1.18866 -2.41231 3.50289
O -1.72481 -2.61236 2.68686
H -2.11833 -3.48794 2.94981
H 1.95045 -0.59241 4.42142
O 1.66889 -1.49169 4.70856
H 2.20053 -1.63886 5.51857
C 2.61900 -1.62900 1.07848
H 3.57765 -1.96361 0.65693
H 2.67796 -1.55748 2.17137
H 1.84662 -2.38702 0.87615
C 3.94474 0.77847 0.45576
H 4.11412 1.11139 1.48472
H 4.68613 0.02505 0.16573
H 4.04701 1.67270 -0.16764
C -2.44621 2.83652 -1.76534
H -3.47323 2.66520 -2.12382
H -2.32858 3.88034 -1.43758
H -1.74119 2.71189 -2.59824
C -3.72509 1.86201 0.51974
H -3.71151 2.79761 1.09112
H -4.52257 1.87435 -0.23553
H -3.89575 1.06686 1.25559
Cl 0.21083 1.32041 3.33362
C 0.27378 2.45246 1.90087
H -0.47247 3.25100 2.07145
H 1.26418 2.94007 1.91221
*
```

=====

No. 5
Below is a structure of composition C20H22F3MgN5O2S, with properties calculated with ωB97M-V/def2-TZVPD.

The calculation puts the LUMO energy at 0.223 eV. The energy above the lowest of the compared OMol25 structures with the same formula, charge and spin comes out at 0.117 eV. The value obtained for the HOMO-LUMO gap is 7.69 eV.

Geometry as ORCA input:
```
! RIJCOSX wB97M-V def2-TZVPD def2/J DEFGRID3
* xyz 0 1
Mg 0.34008 0.05003 -0.76613
C 2.19215 2.62376 -1.05676
C 2.90356 1.36887 -1.56557
N 1.94748 0.43800 -2.18999
C 1.41085 0.81749 -3.50284
C 0.19763 1.75533 -3.38175
N -0.69423 1.31674 -2.29702
C -1.29758 2.40457 -1.50870
C -0.22833 3.12930 -0.64825
N 0.93615 2.27078 -0.36636
H 2.86966 3.17024 -0.39872
H 1.96586 3.29358 -1.88535
H 3.70896 1.65782 -2.24962
H 3.34239 0.84040 -0.71687
H 2.36815 -0.48146 -2.25790
H 2.17228 1.28075 -4.13972
H 1.09149 -0.10628 -3.98812
H 0.52340 2.77202 -3.16959
H -0.32497 1.79669 -4.33855
H -1.42291 0.71361 -2.66007
H -1.81835 3.13587 -2.13407
H -2.02943 1.94768 -0.83999
H 0.09161 4.05511 -1.13003
H -0.70289 3.41040 0.29055
H 1.10237 2.22154 0.62874
F -0.11900 -5.27439 -2.11534
C -0.81890 -5.05247 -0.99656
F -1.75672 -6.02617 -0.93711
F 0.00196 -5.25704 0.03825
C -1.45595 -3.68753 -0.97162
C -2.82503 -3.59017 -0.86660
C -3.44214 -2.34232 -0.82332
C -2.63073 -1.23923 -0.88761
N -1.29905 -1.30547 -1.01086
C -0.66304 -2.51016 -1.04754
S 1.04826 -2.47250 -1.14491
H -3.41929 -4.49106 -0.80908
H -4.51305 -2.24074 -0.72471
H -3.05303 -0.24168 -0.81544
O 2.58909 -0.27045 1.67807
C 1.43480 -0.21635 2.05959
N 0.33694 -0.03613 1.24294
C -0.76765 0.23482 2.01345
O -1.84660 0.61517 1.58095
C -0.38402 0.10648 3.46449
C -1.11569 0.25435 4.62161
C -0.44393 0.08670 5.83243
C 0.91754 -0.20329 5.86100
C 1.64833 -0.33298 4.67977
C 0.96798 -0.17977 3.49306
H -2.17376 0.48423 4.58821
H -0.98661 0.18525 6.76460
H 1.41489 -0.32732 6.81507
H 2.70903 -0.55264 4.68986
*
```

=====

No. 6
Below is an isolated molecule of C3H6N2O2 in a non-equilibrium geometry, with properties calculated with ωB97M-V/def2-TZVPD.

The calculation puts the LUMO energy at 0.486 eV. The energy above the lowest of the compared OMol25 structures with the same formula, charge and spin comes out at 8.361 eV. The SMILES is C1=NOCCON1. The value obtained for the HOMO-LUMO gap is 10.05 eV.

Geometry as ORCA input:
```
! RIJCOSX wB97M-V def2-TZVPD def2/J DEFGRID3
* xyz 0 1
C 1.60908 0.23086 -0.09690
N 1.07310 1.38293 -0.18986
O -0.07189 1.46995 -0.93178
C -1.03047 0.90207 -0.06934
C -0.95067 -0.65589 0.14716
O -0.28232 -1.01295 -1.03524
N 1.17035 -0.99874 -0.59161
H 2.38353 0.31365 0.69362
H -1.22797 1.40245 0.85604
H -2.03699 0.86263 -0.59139
H -0.08426 -1.11192 0.98790
H -1.92901 -1.13890 0.37611
H 1.37752 -1.64613 0.44527
*
```

=====

- Which formula does entry 6 have?
  C3H6N2O2